DFT (ωB97M-V/def2-TZVPD) results for a structure of composition C19H46AlF2NO19P3S2.

Each line ends with the Mulliken charge.
Positions of all 93 atoms, in Å:
Al (-18.776, 20.644, -11.193)  1.7231
O (-21.294, 19.762, -15.135)  -0.5274
C (-20.663, 20.006, -13.998)  0.4572
O (-21.164, 20.702, -13.110)  -0.2990
O (-19.492, 19.578, -13.746)  -0.3416
H (-22.011, 20.413, -15.046)  0.3723
N (-17.052, 18.531, -11.516)  -0.0391
S (-16.264, 18.138, -12.858)  1.0534
O (-16.730, 17.038, -13.632)  -0.5518
O (-14.873, 18.427, -12.854)  -0.5769
F (-16.825, 19.374, -13.719)  -0.2656
S (-16.462, 17.293, -10.529)  0.8510
O (-15.080, 17.188, -10.285)  -0.4979
O (-17.257, 16.124, -10.561)  -0.5309
F (-17.015, 18.057, -9.233)  -0.1941
C (-20.369, 25.498, -10.284)  -0.7271
C (-19.386, 25.997, -11.314)  -0.5083
O (-19.847, 25.567, -12.611)  -0.2180
P (-19.312, 24.288, -13.354)  0.0456
O (-19.228, 23.060, -12.546)  0.2541
O (-20.306, 24.133, -14.561)  -0.2669
C (-21.731, 24.133, -14.441)  0.6231
C (-22.414, 24.833, -15.606)  -1.6401
O (-17.959, 24.686, -14.034)  -0.3941
C (-17.908, 25.616, -15.134)  -0.1985
C (-17.536, 26.993, -14.645)  -0.9840
H (-20.236, 24.408, -10.251)  -0.0466
H (-20.133, 25.698, -9.236)  0.4691
H (-21.415, 25.707, -10.495)  0.2309
H (-19.136, 27.055, -11.330)  0.3833
H (-18.417, 25.521, -11.120)  0.3556
H (-22.119, 23.112, -14.459)  -0.0921
H (-21.984, 24.608, -13.492)  0.1181
H (-23.443, 24.462, -15.563)  0.4495
H (-22.528, 25.908, -15.474)  0.3574
H (-22.004, 24.578, -16.579)  0.3680
H (-17.184, 25.258, -15.877)  0.3590
H (-18.754, 25.496, -15.816)  0.1772
H (-16.643, 26.958, -14.022)  0.2764
H (-17.281, 27.691, -15.441)  0.3993
H (-18.390, 27.375, -14.084)  0.1867
C (-24.693, 18.296, -10.958)  -1.2101
C (-24.655, 19.760, -11.367)  -0.1791
O (-23.268, 20.199, -11.408)  -0.1865
P (-22.656, 20.968, -10.180)  -0.1483
O (-21.201, 21.196, -10.174)  0.3714
O (-23.518, 22.313, -10.165)  -0.2024
C (-23.484, 23.162, -11.304)  0.8883
C (-24.868, 23.724, -11.570)  -1.4434
O (-23.199, 20.207, -8.929)  -0.1586
C (-23.161, 20.800, -7.595)  0.5579
C (-24.570, 21.191, -7.228)  -1.1834
H (-25.016, 18.140, -9.930)  0.2842
H (-25.331, 17.654, -11.567)  0.3702
H (-23.698, 17.870, -11.090)  0.2879
H (-24.901, 19.838, -12.428)  0.3303
H (-25.327, 20.430, -10.836)  0.2887
H (-22.709, 23.926, -11.197)  -0.3695
H (-23.171, 22.681, -12.240)  -0.0908
H (-24.940, 24.546, -12.278)  0.4116
H (-25.436, 22.930, -12.072)  0.3489
H (-25.389, 23.840, -10.620)  0.3028
H (-22.739, 20.040, -6.944)  -0.2384
H (-22.508, 21.673, -7.640)  0.2041
H (-25.265, 20.349, -7.207)  0.3170
H (-24.746, 21.862, -6.392)  0.3749
H (-24.956, 21.712, -8.113)  0.1999
C (-21.486, 17.747, -5.472)  -0.8005
C (-20.069, 17.463, -5.893)  -0.3780
O (-19.817, 18.145, -7.171)  -0.3673
P (-18.931, 19.438, -7.139)  0.6133
O (-18.746, 20.094, -8.439)  0.0079
O (-19.671, 20.364, -6.056)  -0.1667
C (-19.382, 21.765, -6.085)  0.0877
C (-20.197, 22.417, -4.959)  -1.1954
O (-17.639, 18.969, -6.370)  -0.4473
C (-16.366, 19.650, -6.519)  0.0322
C (-15.267, 18.691, -6.129)  -1.3279
H (-22.151, 17.331, -6.234)  0.2691
H (-21.851, 17.362, -4.523)  0.4202
H (-21.652, 18.825, -5.493)  -0.0135
H (-19.274, 17.564, -5.158)  0.2905
H (-19.936, 16.437, -6.243)  0.4181
H (-18.337, 22.069, -6.138)  0.3841
H (-19.847, 22.178, -6.986)  -0.0316
H (-19.795, 23.276, -4.428)  0.3606
H (-21.128, 22.794, -5.392)  0.2749
H (-20.539, 21.644, -4.270)  0.2840
H (-16.269, 19.896, -7.580)  0.1593
H (-16.407, 20.605, -5.994)  0.3106
H (-14.297, 19.114, -6.392)  0.3993
H (-15.177, 18.611, -5.044)  0.3503
H (-15.471, 17.732, -6.594)  0.3287

Values from the calculation:
DFT total energy: -122406.116 eV
HOMO energy: -12.451 eV
2S+1: 1
net charge: +1
frontier orbital gap: 0.1436 Eh
largest force on an atom: 5.9 eV Å⁻¹